{
  "formula": "C49H47Cl5CrF9GeN2OPSSe",
  "method": "ωB97M-V/def2-TZVPD",
  "charge": 2,
  "gap_ev": [6.56, 7.20],
  "e_tot_ev": -314070.09553,
  "mol_weight_da": 1294.78,
  "multiplicity": 5,
  "species": ["Cr", "C", "C", "C", "C", "C", "C", "H", "H", "H", "H", "H", "H", "F", "C", "F", "F", "C", "C", "C", "C", "C", "C", "P", "C", "C", "C", "C", "C", "C", "C", "F", "F", "F", "C", "C", "C", "C", "C", "C", "C", "F", "F", "F", "H", "H", "H", "H", "H", "H", "H", "H", "H", "H", "H", "H", "Cl", "C", "Cl", "H", "H", "C", "Ge", "C", "C", "C", "Se", "C", "H", "H", "H", "H", "H", "H", "H", "H", "H", "H", "H", "H", "H", "H", "Cl", "C", "C", "C", "C", "C", "C", "N", "C", "C", "N", "C", "O", "C", "C", "C", "Cl", "S", "C", "C", "C", "Cl", "C", "H", "H", "H", "H", "H", "H", "H", "H", "H", "H", "H", "H", "H"],
  "xyz": [[-0.3331, 0.6142, 0.5687], [-2.4479, -0.7440, 3.3446], [-3.5004, -0.6484, 2.4326], [-3.5906, 0.4328, 1.5760], [-2.6200, 1.4319, 1.6181], [-1.5760, 1.3539, 2.5439], [-1.4994, 0.2582, 3.4129], [-2.3971, -1.5819, 4.0303], [-4.2629, -1.4177, 2.4056], [-4.4314, 0.5167, 0.8992], [-2.7715, 2.3507, 1.0682], [-0.9743, 2.2353, 2.7374], [-0.7216, 0.2235, 4.1657], [-7.4094, 4.0140, -2.5867], [-6.5009, 3.8430, -3.5566], [-6.9363, 2.8532, -4.3490], [-6.4428, 4.9616, -4.2808], [-5.1577, 3.4868, -2.9654], [-4.0218, 4.2280, -3.2671], [-2.7981, 3.8621, -2.7283], [-2.7185, 2.7575, -1.8830], [-3.8633, 2.0275, -1.5818], [-5.0869, 2.3918, -2.1233], [-1.1027, 2.2363, -1.2418], [-0.0806, 2.1231, -2.7483], [-0.2826, 1.0000, -3.5489], [0.4790, 0.8059, -4.6905], [1.4544, 1.7348, -5.0258], [1.6409, 2.8704, -4.2555], [0.8707, 3.0675, -3.1159], [2.3874, 1.4860, -6.1841], [2.5728, 2.5928, -6.9081], [1.9332, 0.5256, -6.9933], [3.5892, 1.0985, -5.7168], [-0.4587, 3.6409, -0.2847], [-1.3192, 4.5841, 0.2739], [-0.8402, 5.5067, 1.1937], [0.4976, 5.4901, 1.5591], [1.3715, 4.5732, 0.9972], [0.8897, 3.6430, 0.0887], [0.9860, 6.4158, 2.6451], [2.2974, 6.6472, 2.5318], [0.3411, 7.5818, 2.6213], [0.7729, 5.8507, 3.8483], [-4.0938, 5.0835, -3.9256], [-1.9127, 4.4402, -2.9713], [-3.8016, 1.1598, -0.9366], [-5.9817, 1.8235, -1.8950], [-1.0330, 0.2640, -3.2790], [0.3225, -0.0633, -5.3169], [2.3800, 3.6072, -4.5488], [1.0155, 3.9675, -2.5288], [-2.3639, 4.6119, -0.0154], [-1.5075, 6.2445, 1.6224], [2.4201, 4.5903, 1.2672], [1.5781, 2.9277, -0.3519], [4.1088, -0.9813, -0.6849], [2.9380, 0.2455, -1.0774], [1.2501, -0.4234, -0.9608], [3.0547, 0.5558, -2.1075], [3.0161, 1.0704, -0.3817], [-3.9143, -4.0071, -4.2073], [-3.6999, -2.6053, -2.8934], [-3.7830, -0.8381, -3.6975], [-4.9801, -2.7835, -1.4439], [-1.8899, -2.7940, -2.1169], [-1.6732, -1.8433, -0.4230], [-1.0806, -3.3079, 0.7154], [-4.8988, -3.9134, -4.6722], [-3.8496, -4.9898, -3.7382], [-3.1580, -3.9362, -4.9905], [-4.8008, -0.6128, -4.0252], [-3.1276, -0.7846, -4.5711], [-3.4844, -0.0681, -2.9817], [-5.9979, -2.7492, -1.8404], [-4.8627, -1.9823, -0.7108], [-4.8469, -3.7445, -0.9398], [-1.1123, -2.4612, -2.8043], [-1.6955, -3.8391, -1.8756], [-1.9068, -3.9960, 0.8589], [-0.7785, -2.8913, 1.6760], [-0.2407, -3.8136, 0.2479], [-0.8424, -4.6578, 6.2700], [0.5504, -4.0955, 5.4154], [0.5957, -4.1907, 4.0369], [1.7269, -3.7320, 3.3798], [2.8129, -3.1716, 4.0492], [3.9865, -2.6803, 3.2186], [4.2366, -1.1765, 3.2963], [3.0680, -0.3595, 2.9172], [2.8482, 0.9308, 3.3557], [1.6891, 1.3361, 2.7838], [1.1877, 0.2951, 2.0005], [2.0712, -0.6898, 2.1014], [5.2090, -3.2330, 3.6093], [5.6105, -4.3409, 2.8116], [6.0498, -3.9496, 1.4280], [6.9376, -2.9652, 1.1218], [7.7283, -1.8912, 2.2032], [7.2925, -2.8895, -0.5475], [6.2409, -4.1923, -0.8822], [5.6464, -4.6549, 0.2481], [2.7331, -3.1060, 5.4417], [4.0036, -2.4370, 6.4133], [1.6153, -3.5639, 6.1222], [-0.2298, -4.6381, 3.4960], [1.7845, -3.8498, 2.2997], [3.7661, -2.9573, 2.1779], [5.0908, -0.9263, 2.6713], [4.4772, -0.9162, 4.3221], [3.5171, 1.4281, 4.0424], [1.1835, 2.2805, 2.9055], [1.9808, -1.6522, 1.6274], [4.7934, -5.0652, 2.7378], [6.4227, -4.8183, 3.3556], [6.1317, -4.5584, -1.8940], [4.9576, -5.4937, 0.2602], [1.5802, -3.5055, 7.2023]]
}